This record from the Open Molecules 2025 dataset describes a molecular structure, C30H27F6NO4RbS. The level of theory is ωB97M-V with the def2-TZVPD basis set.

Positions of all 70 atoms, in Å:
Rb -0.53465 -0.89089 -1.62367
C 0.29644 -3.51170 0.45678
C 0.18613 -2.61714 1.51613
C 1.19500 -1.69380 1.75503
C 2.32131 -1.67111 0.94124
C 2.43223 -2.56523 -0.11335
C 1.41878 -3.48317 -0.36223
H -0.50856 -4.20686 0.25197
H -0.69785 -2.63381 2.14298
H 1.09963 -0.97015 2.55563
H 3.09119 -0.93100 1.11279
H 3.29985 -2.53260 -0.75989
H 1.48576 -4.14327 -1.21763
O 4.28322 2.55358 5.87495
C 4.84064 2.14079 4.69686
O 6.02963 1.95502 4.66892
C 3.92668 1.98755 3.54459
C 2.53007 2.03084 3.63743
C 1.73129 1.88307 2.52403
C 2.27723 1.68770 1.23432
S 1.27371 1.48526 -0.14826
C 3.68905 1.63939 1.15812
C 4.47865 1.77995 2.27845
H 3.34829 2.74353 5.73871
H 2.03494 2.15460 4.59733
H 0.64761 1.91157 2.61769
H 4.14141 1.48869 0.18688
H 5.55871 1.73753 2.20366
C -5.89596 -1.76669 -0.97308
C -5.43535 -1.44807 0.29463
C -4.08292 -1.58566 0.55984
N -3.19670 -2.00925 -0.34003
C -3.65034 -2.31306 -1.55607
C -4.98559 -2.20952 -1.91589
H -6.94523 -1.66906 -1.22135
H -6.10831 -1.09298 1.06329
H -3.69081 -1.33912 1.53912
H -2.91488 -2.65266 -2.27933
H -5.29745 -2.46750 -2.91856
C 1.96953 -0.66149 -3.90186
C 0.82170 -1.44976 -4.59033
O -0.02562 -2.07764 -3.77857
C 0.03459 -0.41581 -5.46063
F -0.96594 -0.96834 -6.16115
F -0.54080 0.51678 -4.65389
F 0.78567 0.27917 -6.34359
C 1.51660 -2.46842 -5.55543
F 2.39798 -1.92059 -6.42424
F 0.64753 -3.17303 -6.29442
F 2.22021 -3.36382 -4.83334
H 1.56950 0.13607 -3.27321
H 2.64411 -0.21483 -4.63283
H 2.52874 -1.35140 -3.27072
C -1.34963 3.50096 -0.94443
C -1.72206 2.20008 -0.29022
O -2.00740 1.23733 -0.96825
C -1.81074 2.12805 1.20513
C -1.86153 3.26688 1.99879
C -1.91372 3.15659 3.38071
C -1.89879 1.90455 3.98114
C -1.84358 0.76000 3.19300
C -1.80705 0.87422 1.81381
H -1.00616 3.28110 -1.95213
H -0.55680 3.99878 -0.38911
H -2.22303 4.15416 -0.99963
H -1.85267 4.24617 1.53842
H -1.95231 4.04794 3.99304
H -1.91584 1.82127 5.06032
H -1.81092 -0.21965 3.65385
H -1.74444 -0.00014 1.17771

Energy above the lowest of the compared OMol25 structures with the same formula, charge and spin = 35.7 kJ/mol
Charge = -1
Frontier orbital gap = 6.33 eV